Entry from the OMol25 dataset: 7 unconnected molecules or ions with the total composition C19H30ClO21 (ωB97M-V/def2-TZVPD).

```
71
Properties=species:S:1:pos:R:3:forces:R:3:lowdin_charge:R:1
Cl 0.34279 -0.51553 -0.17742 -2.2 -0.4 0.0 0.7108
O 2.91857 -6.97326 -0.74046 0.7 0.5 -0.2 0.1384
O 0.65594 4.88769 2.43226 -0.2 1.4 1.2 -0.1709
O 0.48459 -1.14004 1.13885 -0.3 0.7 -0.8 -0.3380
O -1.95434 0.62252 2.78006 0.0 -1.0 0.5 0.0370
O 3.02699 -4.71836 -0.41891 0.0 -0.1 -0.8 0.0686
O 1.55470 0.19078 -0.49759 -0.1 0.1 -0.2 -0.3429
O 3.28970 -0.88887 -4.45877 -1.2 0.0 -1.0 0.0755
O 2.78739 3.86474 4.94341 0.2 0.6 1.2 0.1569
O 2.86770 2.79084 2.98843 0.4 -0.7 0.2 0.0073
O -3.29381 -1.18634 2.56630 0.3 0.8 -0.9 0.0523
O -1.79025 3.81231 0.79433 -0.5 0.5 0.2 -0.1896
O 1.68466 1.88638 4.65720 0.9 -0.2 -0.5 0.0610
O 0.09631 -1.58882 -1.16387 0.4 0.7 0.4 -0.3850
O -1.45469 -1.36547 3.77076 1.7 -0.8 1.3 0.1818
O -2.41502 -3.27787 -4.07299 -0.4 -1.1 1.8 0.0599
O 3.07307 -0.10152 -6.54043 0.5 0.4 -1.1 0.1624
O 1.09611 -5.83513 -0.28631 -0.1 0.6 0.1 0.0640
O 1.23347 -0.78224 -5.43783 1.4 0.4 -0.1 0.0524
O -0.84025 0.39126 -0.23386 1.9 -1.2 0.4 -0.3538
O -3.35322 -2.09334 -2.35774 0.4 -1.5 -0.5 0.0481
O -3.74020 -1.52991 -4.46251 0.3 0.0 -0.2 0.1422
C 1.65677 5.90057 2.55866 -1.7 0.2 -1.9 -0.0833
C -3.11611 1.09199 2.13692 -1.5 -0.2 0.1 -0.1460
C -3.78854 -0.17730 1.64894 -1.3 -0.3 1.3 -0.0951
C 2.41667 -5.91220 -0.51642 0.0 -1.0 0.1 -0.5891
C 0.97071 -1.04071 -4.05506 -1.4 -0.1 -0.8 -0.1282
C 2.48876 2.91443 4.31911 -0.6 -1.1 -2.7 -0.5702
C 1.53402 0.99314 3.49991 -1.1 -0.5 0.5 -0.0826
C 2.57823 -0.54212 -5.56857 -0.5 -0.4 0.2 -0.5632
C 2.33698 -1.27036 -3.49220 0.6 -1.5 2.5 -0.1577
C -2.14094 -4.07851 -2.87492 -0.8 0.7 0.8 -0.0681
C -2.13867 -0.71258 3.09213 -1.4 1.2 -0.9 -0.5775
C -2.82099 -3.27378 -1.70906 -0.3 0.7 0.8 -0.0935
C -3.19900 -2.25556 -3.68268 -1.2 1.5 -1.0 -0.6033
C 0.57349 4.40120 1.15027 0.8 -3.3 1.5 -0.2247
C 2.07957 -3.71170 -0.00233 -0.6 -0.8 -0.7 -0.0893
C 0.74825 -4.48228 -0.03085 0.5 0.4 1.9 -0.1084
C -0.50489 3.32193 1.04450 0.2 0.9 1.2 -0.1864
C 2.46054 1.50503 2.40863 0.1 1.2 1.7 -0.0905
C -2.07925 4.21190 -0.52442 -1.4 -0.8 0.7 -0.0959
H 1.80718 -0.04279 3.76896 -0.4 0.6 0.2 0.1355
H -3.67426 -3.78371 -1.17213 0.9 0.3 -0.8 0.1390
H 2.58687 5.52186 2.17404 0.7 -0.2 0.2 0.0799
H 0.32566 -4.39458 0.98208 -0.4 -0.2 -0.6 0.1429
H 1.95334 -2.84691 -0.65125 0.8 -0.2 -0.2 0.0904
H 1.64010 6.15059 3.58133 0.5 0.4 1.1 0.0712
H 3.31320 0.84979 2.19651 -0.1 0.4 0.2 0.1339
H -2.52657 -5.11858 -2.87839 0.2 0.7 -0.7 0.1348
H 0.45355 1.07613 3.24806 0.9 -0.4 0.0 0.1148
H 1.92986 1.72039 1.51626 -0.3 0.1 -0.9 0.0763
H 2.51739 -2.31673 -3.10239 -0.1 1.0 -0.8 0.1467
H -4.89922 -0.23283 1.77896 1.0 0.4 -0.5 0.1437
H 1.38361 6.80876 1.92492 0.2 -0.9 0.7 0.1053
H 1.54281 3.90156 0.98685 0.0 -0.1 -0.5 0.1221
H -1.99004 3.35909 -1.18723 0.5 -0.1 -0.5 0.0885
H -3.15612 4.42257 -0.48235 0.2 0.3 -0.2 0.0917
H -3.78042 1.68170 2.77248 0.3 -0.2 0.6 0.1351
H 0.50436 -0.14132 -3.61898 0.0 -0.5 -0.1 0.1379
H -2.15646 -2.82092 -0.94741 0.1 -0.9 -0.4 0.1118
H -0.61624 2.74655 1.99035 0.5 0.4 -0.5 0.1344
H 0.48173 5.13502 0.43915 -0.5 2.1 -1.9 0.0927
H 0.08803 -4.12500 -0.78314 -0.6 0.3 -0.5 0.0817
H 0.27277 -1.90129 -4.06934 0.4 0.5 0.5 0.1311
H -2.91896 1.71277 1.30956 0.9 0.7 -0.9 0.0950
H 2.42742 -3.44096 0.96379 -0.2 0.6 0.9 0.1200
H -1.08447 -4.04896 -2.76852 0.9 -0.3 0.2 0.0934
H -1.56176 5.08742 -0.87231 0.5 0.4 -0.1 0.0759
H -3.46678 -0.34395 0.64382 0.1 -0.7 -0.7 0.1084
H -0.19407 2.66511 0.28492 0.2 -1.2 -1.2 0.0823
H 2.47167 -0.61369 -2.65410 0.1 0.1 0.6 0.0980
```
Forces are in eV/Å.

Calculated values
E_tot = -75703.552 eV
2S+1 = 1
largest force on an atom = 3.7 eV Å⁻¹
charge = -1